Molecular formula: C35H61BN6PtS3SeSi2Te
Method: DFT, the ωB97M-V functional and the def2-TZVPD basis

Structure (XYZ):
```
111
Properties=species:S:1:pos:R:3:forces:R:3:lowdin_charge:R:1
Pt -0.489 -1.296 0.946 0.41 -0.70 0.16 0.38
Te -1.495 -4.395 0.167 -0.37 0.24 0.02 1.21
Se -2.598 -2.520 1.453 0.08 -0.16 -0.17 0.14
S -1.100 -1.152 -1.347 -0.05 0.13 -0.21 0.62
S 1.828 -1.403 0.645 -0.04 -0.03 0.12 0.76
S -0.446 -0.775 3.186 0.48 0.55 0.10 0.64
Si -2.576 -6.456 -2.182 -0.10 -0.04 -0.04 0.41
Si 0.592 -5.902 2.322 0.00 -0.10 0.04 0.41
N -1.215 1.192 -0.103 -0.13 -0.07 -0.22 0.00
N 1.180 0.779 -0.552 0.19 -0.11 0.09 -0.04
N 1.245 2.449 1.628 0.01 0.22 -0.03 0.20
N 0.559 1.321 1.823 -0.31 -0.16 0.51 0.01
N -1.579 2.429 0.216 -0.02 0.06 0.01 0.21
N 1.136 1.788 -1.410 -0.01 0.10 -0.09 0.21
C 0.609 3.383 -3.569 0.01 -0.02 0.01 -0.04
C 0.288 0.801 3.034 -0.22 -0.38 -0.27 -0.52
C 2.149 -0.122 -0.466 -0.19 0.07 0.05 -0.55
C 3.303 0.029 -1.262 0.11 0.03 -0.08 -0.21
C 3.300 4.249 1.185 0.01 -0.02 0.02 -0.04
C -1.841 5.307 -0.943 0.01 -0.02 0.00 -0.03
C 1.614 3.154 2.665 -0.07 -0.08 -0.04 -0.18
C -1.220 -5.803 1.714 0.05 -0.03 0.10 -0.51
C -3.131 2.299 -1.563 -0.01 -0.04 -0.02 0.10
C -4.106 -7.206 -2.928 0.06 0.02 0.01 -0.17
C 2.071 3.093 -3.217 -0.03 -0.01 -0.04 -0.54
C -3.361 0.261 -3.023 0.02 0.00 -0.01 -0.03
C -3.155 -5.301 -0.772 -0.03 -0.03 0.04 -0.51
C 0.957 -4.341 3.277 -0.03 -0.07 -0.01 -0.17
C 2.841 2.754 -4.498 -0.01 0.03 0.00 -0.04
C 1.293 5.504 2.025 0.02 -0.01 -0.01 -0.02
C 0.256 1.063 5.551 -0.01 0.00 0.00 -0.04
C 2.150 1.939 -2.227 -0.06 0.01 0.08 -0.17
C -1.739 0.449 -1.096 0.10 0.05 0.04 -0.54
C -2.524 2.997 -0.493 0.05 -0.02 0.06 -0.18
C -1.639 -5.386 -3.395 -0.01 -0.02 0.02 -0.18
C 3.165 4.911 3.587 -0.03 0.00 -0.01 -0.05
C 1.705 -6.031 0.822 -0.05 -0.01 0.02 -0.18
C -1.445 -7.743 -1.436 0.00 0.03 -0.02 -0.17
C -2.844 4.444 -0.159 -0.03 0.03 0.01 -0.54
C 0.614 1.558 4.187 0.11 0.20 0.05 -0.23
C -2.674 4.697 1.342 0.00 0.01 -0.02 -0.04
C 4.446 -0.924 -1.136 0.00 -0.01 0.01 -0.03
C 0.697 -7.420 3.392 0.03 0.06 -0.02 -0.17
C 3.271 1.077 -2.141 0.04 -0.08 0.00 0.10
C -2.755 1.024 -1.890 -0.07 0.06 -0.03 -0.22
C -4.272 4.809 -0.576 0.02 -0.01 0.00 -0.04
C 2.688 4.333 -2.554 -0.02 0.00 0.00 -0.03
C 2.354 4.449 2.373 0.02 0.03 0.02 -0.54
C 1.267 2.739 3.976 0.01 -0.12 -0.03 0.10
B 0.077 0.652 0.524 -0.03 0.39 -0.12 -0.85
H 3.827 4.124 3.955 0.01 0.00 0.00 0.10
H -3.584 -0.763 -2.724 -0.02 0.00 0.01 0.08
H 2.014 -4.296 3.547 0.00 0.00 0.02 0.05
H 1.597 -6.999 0.328 -0.01 0.01 -0.03 0.04
H -1.536 -5.907 -4.348 0.02 0.00 0.00 0.04
H -2.050 6.363 -0.770 0.00 0.01 0.01 0.10
H -1.684 4.401 1.685 -0.01 0.02 0.01 0.06
H 0.519 0.012 5.668 0.02 0.00 0.01 0.08
H 3.732 4.166 -2.280 0.00 0.00 0.02 0.09
H 2.521 1.799 -4.920 0.00 0.00 -0.01 0.10
H 0.575 5.628 2.838 0.00 0.01 0.00 0.09
H 4.983 -0.749 -0.202 -0.01 -0.01 0.01 0.10
H -1.554 -6.753 1.290 0.04 0.00 -0.05 0.02
H 4.109 1.234 -2.806 0.01 0.00 0.00 0.13
H 2.132 4.610 -1.657 0.00 0.01 -0.03 0.07
H -1.910 5.121 -2.017 -0.01 0.01 0.00 0.09
H -3.916 2.781 -2.130 0.00 0.00 -0.01 0.13
H 3.787 5.758 3.298 0.00 0.01 0.00 0.10
H 0.747 5.217 1.124 0.01 0.00 0.01 0.07
H 1.521 -5.246 0.083 0.03 0.00 0.00 0.01
H -4.738 -6.447 -3.390 0.00 0.01 0.00 0.04
H -0.577 -7.300 -0.937 0.01 0.00 -0.01 0.01
H -2.658 0.210 -3.858 0.00 -0.02 0.01 0.10
H -2.161 -4.446 -3.593 -0.01 -0.01 -0.01 0.04
H 0.765 1.641 6.318 -0.01 0.02 -0.01 0.09
H 0.726 -3.439 2.707 0.01 0.02 -0.02 -0.04
H -3.422 4.150 1.919 0.01 -0.03 0.01 0.09
H 1.773 6.468 1.850 0.00 0.00 -0.01 0.10
H -4.505 5.809 -0.211 0.00 0.01 0.00 0.10
H 3.920 2.725 -4.341 0.00 -0.01 0.00 0.08
H 2.651 3.527 -5.243 0.01 0.01 0.00 0.10
H 2.652 5.172 -3.250 0.02 0.00 -0.01 0.10
H 2.764 3.899 0.306 0.00 -0.01 0.03 0.04
H -4.396 4.831 -1.660 -0.01 -0.01 0.00 0.08
H 1.555 3.347 4.822 -0.01 0.00 0.00 0.13
H 0.569 4.239 -4.243 0.00 0.00 -0.02 0.10
H -4.701 -7.734 -2.182 0.00 -0.01 0.01 0.04
H 4.087 -1.955 -1.117 0.01 -0.01 -0.01 0.08
H 4.081 3.525 1.428 0.00 0.00 -0.01 0.10
H -5.004 4.121 -0.150 -0.01 0.00 0.00 0.10
H 0.150 2.531 -4.074 -0.01 -0.01 0.01 0.09
H -3.762 -4.479 -1.155 0.03 0.02 -0.02 0.03
H -2.804 5.760 1.542 -0.02 0.01 0.00 0.10
H 5.145 -0.810 -1.961 0.00 0.01 0.00 0.09
H -0.818 5.098 -0.621 -0.02 0.00 -0.02 0.07
H -1.967 -8.380 -0.719 0.00 0.00 0.01 0.05
H -3.832 -7.925 -3.703 -0.01 0.00 -0.01 0.04
H 0.448 -8.323 2.832 -0.01 0.00 -0.01 0.04
H -3.717 -5.810 0.013 0.00 0.00 0.01 0.04
H 3.782 5.197 0.943 0.00 0.01 0.00 0.10
H -4.273 0.740 -3.372 0.01 0.01 -0.01 0.09
H 1.709 -7.545 3.784 0.00 0.00 0.01 0.04
H -0.821 1.149 5.712 0.00 -0.03 -0.01 0.10
H 2.530 5.248 4.407 0.00 -0.01 0.01 0.09
H 0.372 -4.307 4.198 0.00 0.03 0.00 0.05
H -1.913 -5.529 2.511 0.00 0.03 -0.01 0.03
H 0.019 -7.351 4.244 0.00 -0.01 0.01 0.04
H -1.052 -8.391 -2.223 0.00 -0.01 0.00 0.05
H 0.025 3.617 -2.680 0.00 0.01 0.00 0.05
H 2.750 -5.941 1.128 0.00 -0.02 0.01 0.04
H -0.631 -5.149 -3.046 0.00 0.01 0.00 0.03
```
Positions in Å, forces in eV/Å.

Multiplicity: 1
Total charge: +2
Energy relative to the best compared isomer or geometry (same formula, charge and spin) in kcal per mole: 6.3
Orbital gap in eV: 7.08
LUMO in eV: -6.12